[1]
Molecular formula: C4H8O2
Method: DFT, ωB97M-V with the def2-TZVPD basis set

Structure (XYZ):
```
14
Properties=species:S:1:pos:R:3:mulliken_charge:R:1
O -2.50 -0.59 0.55 -0.5044
O -0.28 -1.30 1.69 -0.2182
C -1.62 -1.07 -0.15 0.2307
C 0.80 1.32 0.15 -0.7613
C 1.06 0.29 -0.95 -0.7224
C -0.44 -1.81 0.50 -0.3998
H 2.12 0.27 -1.22 0.3183
H -0.27 1.52 0.29 0.2389
H -1.69 -1.06 -1.25 0.3912
H -0.98 -0.62 1.87 0.3369
H 0.49 0.50 -1.85 0.2350
H 0.83 -0.74 -0.63 0.2766
H 1.21 1.00 1.11 0.2407
H 1.27 2.28 -0.11 0.3378
```

E_tot: -307.5627 Eh
relative energy (zero: lowest compared OMol25 entry of this formula, charge and spin): 93.9 kcal/mol

=====

[2]
Molecular formula: C4H8O2
Method: DFT, ωB97M-V with the def2-TZVPD basis set

Structure (XYZ):
```
14
Properties=species:S:1:pos:R:3:mulliken_charge:R:1
O -0.92 0.35 0.33 -0.3210
O 1.71 -0.77 -2.70 -0.4753
C 1.18 -0.67 -1.62 -0.0327
C 0.47 0.46 0.53 -0.5214
C 0.96 0.64 -0.90 -0.3813
C -1.75 -0.30 1.26 -0.6652
H -2.57 -0.72 0.66 0.2304
H 1.81 1.31 -1.04 0.3636
H -1.24 -1.11 1.79 0.3006
H 0.89 -0.44 1.01 0.3744
H 0.10 1.11 -1.39 0.2455
H -2.18 0.40 1.98 0.2458
H 0.74 1.32 1.17 0.3223
H 0.79 -1.57 -1.08 0.3143
```

E_tot: -307.6443 Eh
SMILES: COCCC=O
relative energy (zero: lowest compared OMol25 entry of this formula, charge and spin): 42.8 kcal/mol

=====

[3]
Molecular formula: C4H8O2
Method: DFT, ωB97M-V with the def2-TZVPD basis set

Structure (XYZ):
```
14
Properties=species:S:1:pos:R:3:mulliken_charge:R:1
O 1.54 0.18 1.11 -0.5777
O -0.50 -1.58 1.01 -0.5786
C 0.10 1.25 -0.62 -0.5570
C 1.01 0.09 -0.18 -0.0159
C -0.29 -0.80 -0.15 -0.0345
C -1.13 0.48 -0.11 -0.6566
H 1.81 -0.16 -0.89 0.3228
H 1.01 -0.45 1.63 0.3523
H -2.08 0.56 -0.65 0.3386
H -1.31 0.70 0.95 0.2177
H -0.36 -2.52 0.86 0.3164
H 0.07 1.34 -1.71 0.2579
H -0.19 -1.35 -1.07 0.3125
H 0.31 2.23 -0.19 0.3020
```

E_tot: -307.6457 Eh
SMILES: O[C@@H]1CC[C@@H]1O
relative energy (zero: lowest compared OMol25 entry of this formula, charge and spin): 41.9 kcal/mol

=====

[4]
Molecular formula: C4H8O2
Method: DFT, ωB97M-V with the def2-TZVPD basis set

Structure (XYZ):
```
14
Properties=species:S:1:pos:R:3:mulliken_charge:R:1
O -1.77 -1.06 -1.65 -0.5359
O -0.80 0.42 2.48 -0.7528
C 0.40 -0.08 -1.28 -0.3592
C 0.42 -0.43 0.07 0.0063
C 1.23 0.09 1.10 -0.6903
C -0.90 -0.16 -1.98 -0.2533
H 1.67 -0.63 1.79 0.3400
H -1.34 0.88 -1.94 0.3200
H -0.28 -1.19 0.40 0.3492
H -0.65 -0.19 -3.08 0.3418
H -1.44 0.59 3.19 0.2352
H 1.87 0.90 0.77 0.3237
H 0.37 0.45 1.93 0.3004
H 1.22 0.41 -1.79 0.3749
```

E_tot: -307.3939 Eh
relative energy (zero: lowest compared OMol25 entry of this formula, charge and spin): 199.9 kcal/mol

=====

[5]
Molecular formula: C4H8O2
Method: DFT, ωB97M-V with the def2-TZVPD basis set

Structure (XYZ):
```
14
Properties=species:S:1:pos:R:3:mulliken_charge:R:1
O 0.64 0.23 -0.77 -0.2340
O -1.61 1.80 -0.08 -0.5438
C -1.59 0.49 0.45 -0.1000
C 1.77 -0.65 -0.95 -0.6744
C -0.58 -0.51 -0.01 -0.1109
C -0.47 0.04 1.31 -0.9525
H 1.51 -1.36 -1.73 0.2778
H 2.62 -0.04 -1.26 0.2462
H 1.99 -1.16 -0.01 0.3353
H -2.61 0.11 0.55 0.3106
H 0.72 0.68 0.20 0.5081
H -1.13 2.34 0.55 0.3449
H -0.56 -0.50 2.24 0.1440
H -0.71 -1.47 -0.49 0.4488
```

E_tot: -307.5039 Eh
relative energy (zero: lowest compared OMol25 entry of this formula, charge and spin): 130.9 kcal/mol

=====

[6]
Molecular formula: C4H8O2
Method: DFT, ωB97M-V with the def2-TZVPD basis set

Structure (XYZ):
```
14
Properties=species:S:1:pos:R:3:mulliken_charge:R:1
O 0.05 1.19 0.21 -0.4816
O 2.38 1.07 0.28 -0.5260
C 1.19 0.50 0.72 0.2042
C -0.39 0.03 -0.54 0.4440
C -1.82 -0.34 -0.19 -1.3469
C 0.74 -0.82 0.05 -0.7230
H -2.50 0.46 -0.48 0.3166
H -0.30 0.22 -1.61 0.2766
H 0.41 -1.59 0.75 0.2557
H 1.24 0.50 1.81 0.3349
H 1.47 -1.24 -0.65 0.2552
H 2.19 1.44 -0.59 0.3227
H -1.92 -0.51 0.89 0.3178
H -2.11 -1.26 -0.72 0.3499
```

E_tot: -307.6595 Eh
SMILES: C[C@@H]1C[C@@H](O)O1
relative energy (zero: lowest compared OMol25 entry of this formula, charge and spin): 33.2 kcal/mol

=====

Number 1: HOMO level -0.3385 Ha. Number 2: HOMO level -0.3586 Ha. Number 3: HOMO level -0.3608 Ha. Number 4: HOMO level -0.3231 Ha. Number 5: HOMO level -0.3006 Ha. Number 6: HOMO level -0.3688 Ha.